Record 1
11
Properties=species:S:1:pos:R:3:forces:R:3:lowdin_charge:R:1 method="wB97M-V/def2-TZVPD" smiles="NOCC(=O)O" total_energy_ha=-359.441104 lumo_ev=0.562 orbital_gap_ev=10.3187 charge=0
C 0.1693 -0.6101 0.0280 5.248 5.593 -16.965 -0.076
C 1.7108 -0.0718 0.0076 -7.781 4.145 -0.686 -0.440
H -2.3611 0.4992 1.1030 0.542 -2.227 -5.166 0.237
H -2.4698 -0.1284 -0.7874 -2.784 0.683 -2.989 0.022
H 0.0321 -0.8950 0.8014 -2.841 -7.160 17.210 -0.029
H 0.0654 -1.3716 -0.7701 0.415 0.046 0.593 0.155
H 1.1958 1.7390 -0.1633 -15.273 10.006 -3.331 -0.086
N -2.0070 -0.0699 0.0268 0.604 0.927 8.821 -0.007
O -0.7477 0.3850 -0.2052 0.835 2.602 -1.210 -0.212
O 1.8127 1.2864 -0.0169 15.763 -10.652 3.553 0.232
O 2.5995 -0.7629 -0.0238 5.272 -3.962 0.170 0.204


Record 2
33
Properties=species:S:1:pos:R:3:forces:R:3:lowdin_spin:R:1 method="wB97M-V/def2-TZVPD" total_energy_ha=-851.835568 lumo_ev="3.174 / 2.838" orbital_gap_ev="5.3967 / 5.9259" spin_multiplicity=5 charge=-1
C -0.3907 0.7075 -3.6805 0.780 1.395 0.282 0.063
C 1.0255 0.9155 -3.4532 -0.532 0.797 -0.302 0.177
C 1.1917 1.6163 -2.2248 -0.088 0.456 -0.733 0.113
C -0.0822 1.9769 -1.7258 -0.009 0.228 -1.568 0.163
C -1.0765 1.5038 -2.6630 1.612 0.556 -0.529 0.139
Ir -0.7519 -0.6223 -1.8417 -0.297 2.893 -0.396 1.624
N -2.4906 -0.0352 -1.5559 -2.891 -2.325 0.514 1.036
C 0.2868 -2.2910 -2.1972 1.034 -2.289 -0.808 0.116
C 1.3527 -1.3586 -2.0719 0.468 -1.398 -0.035 0.204
H 2.1471 1.8612 -1.7553 -0.360 -0.192 -0.157 0.004
H 1.8266 0.6007 -4.1295 -0.383 -0.053 0.481 0.007
H -0.2948 2.6003 -0.8637 0.069 -0.317 -0.060 0.008
H -2.1075 1.8376 -2.7311 0.350 -0.365 0.237 0.013
H -0.8751 0.2196 -4.5281 0.292 0.428 0.153 0.008
H 1.9336 -1.1626 -2.9803 -0.649 0.317 0.390 0.007
H 0.1352 -3.0400 -1.4147 -0.047 0.192 -0.095 0.038
H -3.3204 -0.3362 -1.0224 0.440 0.306 0.094 0.069
H 1.9266 -1.2230 -1.1538 -0.512 -0.231 -0.271 0.009
H 0.0285 -2.5914 -3.2157 0.331 -0.562 0.223 0.016
O 1.1450 -1.6982 0.7467 -0.653 0.406 0.368 0.002
C 0.3583 -0.7744 0.9714 -0.605 0.898 -0.952 0.015
O -0.3641 -0.0787 0.1187 1.577 -0.964 2.946 0.156
C 0.1330 -0.3064 2.3939 -0.191 0.122 0.844 0.008
C -0.6455 0.8330 2.6858 0.213 -0.270 0.209 0.002
C -0.8765 1.2050 4.0180 0.254 -0.345 -0.188 0.000
C -0.3443 0.4368 5.0624 0.081 -0.155 -0.289 0.000
C 0.4245 -0.7004 4.7788 -0.130 0.225 -0.309 0.001
C 0.6673 -1.0626 3.4508 -0.176 0.338 -0.031 0.001
H -1.0639 1.4119 1.8567 0.178 -0.305 0.305 0.001
H -1.4785 2.0891 4.2382 0.178 -0.249 -0.044 0.000
H -0.5284 0.7174 6.0972 0.003 -0.016 -0.149 0.000
H 0.8349 -1.3146 5.5821 -0.124 0.229 -0.134 0.000
H 1.2735 -1.9368 3.2081 -0.214 0.249 0.005 0.000


Record 3
52
Properties=species:S:1:pos:R:3:forces:R:3:lowdin_charge:R:1 method="wB97M-V/def2-TZVPD" total_energy_ha=-1318.585930 lumo_ev=0.484 orbital_gap_ev=8.4136 charge=0
C -2.2641 0.0002 0.8361 0.191 1.263 -0.463 -0.081
C -1.6865 1.2828 0.5520 -1.950 -0.723 -0.071 -0.176
C -1.6405 1.4320 -0.9024 -0.516 -0.641 0.187 -0.190
H -1.6184 2.1201 1.2489 0.308 -0.543 -0.223 0.123
C -2.2046 0.2153 -1.4579 -0.271 0.222 0.863 -0.107
C -2.5645 -0.6293 -0.3914 -0.300 0.413 -0.544 -0.120
H -2.4481 0.0732 -2.5124 0.376 -0.155 0.540 0.083
C 2.1423 0.1978 2.1303 0.214 0.479 -0.050 -0.096
C 1.1164 1.1459 2.2753 0.383 0.334 -0.796 -0.084
C 1.0401 1.9338 1.0632 1.386 -0.426 0.769 -0.155
H 0.5368 1.3390 3.1761 -0.003 -0.227 -0.340 0.108
C 2.0924 1.4173 0.1783 0.714 -0.042 1.294 -0.300
C 2.7621 0.3575 0.8707 -0.639 0.967 -0.086 -0.052
H -1.5922 2.3901 -1.4237 0.120 -0.283 0.167 0.113
H -3.0915 -1.5757 -0.5042 0.452 0.147 0.064 0.109
H -2.5322 -0.3600 1.8316 0.418 0.014 -0.400 0.115
H 3.6623 -0.1407 0.5092 -0.605 -0.132 0.085 0.117
H 0.5996 2.9283 0.9740 -0.025 -0.461 -0.049 0.130
H 2.4879 -0.4915 2.8999 -0.303 0.105 -0.278 0.105
Al 0.1848 0.6176 -0.2980 -0.807 -1.347 1.222 0.281
C 2.4525 1.9783 -1.1784 -0.401 -0.235 -0.253 -0.463
C 3.9274 1.6833 -1.4566 0.223 0.143 -0.015 -0.035
C 2.1927 3.4821 -1.2430 0.180 0.232 -0.050 -0.017
H 4.5335 2.0975 -0.6364 -0.248 -0.133 -0.154 0.106
H 4.2359 2.1339 -2.4011 0.054 -0.132 0.317 0.078
H 4.1104 0.6051 -1.5153 0.024 0.223 -0.056 0.095
H 2.7241 3.9782 -0.4175 -0.146 -0.076 -0.291 0.107
H 1.1257 3.7379 -1.1693 0.201 -0.091 0.021 0.085
H 2.5724 3.8744 -2.1955 -0.106 0.019 0.173 0.097
C 1.4552 1.2542 -2.1620 0.206 0.129 -0.925 -0.057
C 1.8078 1.3623 -3.6366 1.043 -0.319 -0.753 -0.424
H 0.4285 1.6947 -2.0863 0.550 -0.266 0.167 0.105
H 1.4649 0.1461 -1.9738 0.015 0.678 -0.212 0.136
O 2.9893 1.2978 -3.9440 -0.885 0.196 -0.444 0.065
N 0.8369 1.5181 -4.6016 0.146 -0.539 0.036 0.067
C -0.5467 1.0453 -4.5345 0.106 0.049 -0.022 -0.127
H 1.2321 1.5053 -5.5360 0.104 0.037 0.314 0.150
C -1.5209 2.1486 -4.1950 -0.303 0.387 -0.130 -0.237
C -2.8934 1.8686 -4.1818 0.101 0.278 0.265 -0.069
H -3.2327 0.8734 -4.4833 0.006 0.307 0.154 0.121
C -3.8037 2.8341 -3.7484 0.226 -0.051 -0.187 -0.070
H -4.8638 2.5844 -3.6888 0.284 0.131 -0.040 0.109
C -3.3523 4.1120 -3.3983 0.148 -0.078 0.039 -0.086
H -4.0627 4.8679 -3.0595 0.212 -0.226 -0.099 0.104
C -1.9931 4.4201 -3.4945 0.059 -0.237 -0.163 -0.080
H -1.6244 5.4191 -3.2572 -0.204 -0.238 -0.060 0.105
C -1.0763 3.4430 -3.9077 -0.312 -0.061 0.105 -0.053
H -0.0148 3.6774 -4.0296 -0.417 -0.034 0.208 0.111
H -0.6502 0.2061 -3.8210 0.107 0.352 -0.187 0.124
H -0.8059 0.6327 -5.5230 0.151 0.070 0.332 0.139
N 0.6363 -2.5049 -0.4104 -0.238 2.196 -0.031 0.068
C 0.4701 -1.3457 -0.3766 -0.029 -1.674 0.047 -0.175


Record 4
123
Properties=species:S:1:pos:R:3:forces:R:3:lowdin_spin:R:1 method="wB97M-V/def2-TZVPD" total_energy_ha=-3878.478638 lumo_ev="-9.224 / -9.440" orbital_gap_ev="4.4217 / 4.1994" spin_multiplicity=4 charge=+3
Re 0.4244 0.3796 0.2778 0.014 -0.244 -0.213 2.295
N 1.9924 -0.3982 3.3195 -0.011 -0.035 -0.069 0.011
C 2.7726 -0.6432 2.2735 -0.022 0.005 -0.010 0.013
N 3.9119 -1.2711 2.4837 0.014 -0.018 0.017 0.001
C 4.7021 -1.4566 1.4272 -0.048 0.039 0.048 0.005
N 5.8216 -2.1368 1.5781 0.021 0.008 -0.010 0.012
N 4.4359 -0.9647 0.1809 -0.013 -0.012 -0.052 0.012
C 3.2890 -0.3870 0.0464 0.046 -0.053 0.008 0.010
N 2.3526 -0.2186 1.0295 -0.168 0.095 -0.084 0.038
C 2.9373 0.1626 -1.2827 0.066 -0.211 0.115 0.014
C 3.7720 0.0245 -2.3643 0.076 0.167 -0.031 -0.001
C 3.3958 0.6065 -3.5712 -0.088 0.031 -0.016 0.020
C 2.1810 1.2648 -3.6524 0.037 -0.047 0.054 -0.003
C 1.3629 1.3129 -2.5354 -0.006 0.051 -0.097 0.021
N 1.7407 0.7858 -1.3632 -0.104 -0.022 0.124 0.021
H 2.3269 -0.6974 4.2223 -0.020 0.023 0.017 0.000
H 1.1735 0.1886 3.2517 0.032 0.039 0.052 0.005
H 6.0817 -2.4787 2.4898 0.001 -0.003 -0.003 0.000
H 6.4592 -2.2358 0.8049 -0.005 -0.009 0.001 0.000
H 4.7028 -0.5095 -2.2425 0.007 0.016 -0.006 0.000
H 4.0421 0.5362 -4.4359 0.005 -0.001 -0.008 0.001
H 1.8423 1.7141 -4.5749 -0.012 0.010 0.003 0.000
H 0.3920 1.7839 -2.5693 -0.014 -0.015 0.014 0.000
C -2.8586 1.5843 6.6605 0.010 -0.002 -0.043 0.000
C -1.7778 1.3841 5.6016 0.015 -0.022 -0.002 0.000
C -0.3930 1.6030 6.2494 -0.004 0.001 -0.022 0.000
C -1.9135 2.3668 4.4415 0.006 -0.033 0.052 0.001
C -2.5907 3.5785 4.5040 0.003 0.041 -0.057 0.000
C -2.5572 4.4794 3.4452 0.010 -0.034 0.014 0.000
C -1.8221 4.1962 2.3087 -0.013 -0.027 0.016 0.000
C -1.1521 2.9734 2.2013 0.040 0.003 -0.038 0.003
P 0.0484 2.7394 0.8714 0.007 0.079 -0.059 0.012
C -0.5868 3.6030 -0.5752 0.054 -0.088 -0.046 0.004
C 0.3012 4.2675 -1.4228 0.003 0.012 0.024 -0.002
C -0.1738 4.8858 -2.5702 0.002 0.011 -0.008 0.001
C -1.5261 4.8353 -2.8785 0.024 -0.010 -0.002 -0.004
C -2.4113 4.1648 -2.0412 -0.021 -0.016 0.011 0.002
C -1.9463 3.5457 -0.8941 0.031 0.040 0.029 -0.002
C 1.5354 3.6298 1.3814 -0.006 -0.047 0.085 0.001
C 1.4402 5.0243 1.4577 0.003 -0.008 0.015 -0.001
C 2.5097 5.7657 1.9269 -0.019 -0.002 -0.007 0.000
C 3.6782 5.1292 2.3279 0.014 -0.002 0.004 0.000
C 3.7751 3.7486 2.2608 0.005 -0.022 -0.001 0.000
C 2.7057 2.9988 1.7920 -0.022 0.043 -0.037 0.002
C -1.2422 2.0836 3.2621 0.017 0.036 0.006 0.003
O -0.6059 0.8588 3.1152 0.000 -0.046 0.036 0.058
C -1.2304 -0.2082 3.7615 -0.030 -0.071 -0.034 0.003
C -1.2495 -1.4283 3.1008 0.059 0.064 -0.070 0.015
C -1.8332 -2.5272 3.7326 -0.007 -0.038 0.015 0.003
C -2.3728 -2.3783 4.9968 0.002 0.054 -0.010 0.001
C -2.3835 -1.1288 5.6101 -0.010 -0.043 -0.031 0.000
C -1.8144 -0.0157 5.0023 0.001 0.078 0.043 0.001
P -0.8687 -1.4817 1.3503 -0.068 0.060 0.049 0.045
C 0.3603 -2.7148 0.9190 0.033 -0.011 0.055 -0.003
C 0.7206 -2.7735 -0.4359 -0.046 0.116 -0.029 -0.003
C 1.7956 -3.5543 -0.8356 0.052 -0.029 -0.008 0.000
C 2.5015 -4.2819 0.1151 -0.013 0.028 -0.001 -0.002
C 2.1398 -4.2300 1.4568 0.004 -0.009 0.000 -0.001
C 1.0776 -3.4369 1.8680 0.014 0.015 -0.010 -0.002
C -2.4301 -1.8690 0.5470 0.001 0.033 -0.011 0.006
C -2.5758 -2.9385 -0.3296 0.034 -0.015 0.018 0.000
C -3.8127 -3.1756 -0.9154 -0.014 -0.006 -0.019 0.001
C -4.8897 -2.3517 -0.6309 0.012 -0.001 0.003 0.000
C -4.7437 -1.2829 0.2487 -0.001 0.008 0.004 0.000
C -3.5174 -1.0390 0.8382 0.028 -0.013 0.014 0.001
H -2.7911 2.5835 7.0876 -0.011 0.009 0.004 0.000
H -2.7167 0.8919 7.4883 0.003 -0.006 0.005 0.000
H -3.8597 1.4421 6.2520 -0.014 0.003 0.013 0.000
H -0.3288 2.6076 6.6671 0.002 0.010 0.006 0.000
H 0.4149 1.4887 5.5230 0.009 0.000 0.001 0.000
H -0.2395 0.8836 7.0539 0.000 -0.001 0.008 0.000
H -3.1483 3.8372 5.3928 -0.001 0.000 0.010 0.000
H -3.0910 5.4163 3.5198 -0.004 0.005 -0.003 0.000
H -1.7735 4.9190 1.5060 -0.012 0.011 -0.017 0.000
H 1.3555 4.3216 -1.1807 0.000 -0.001 -0.016 0.000
H 0.5116 5.4184 -3.2155 0.002 0.003 -0.006 0.000
H -1.8947 5.3244 -3.7700 -0.005 0.005 -0.003 0.000
H -3.4648 4.1292 -2.2826 -0.009 -0.002 0.003 0.000
H -2.6412 3.0305 -0.2415 -0.022 0.015 0.013 0.000
H 0.5385 5.5349 1.1466 -0.009 0.016 0.003 0.000
H 2.4316 6.8428 1.9794 0.000 0.008 0.000 0.000
H 4.5121 5.7130 2.6931 0.003 0.006 0.004 0.000
H 4.6834 3.2525 2.5752 0.004 0.001 0.001 0.000
H 2.7921 1.9262 1.7453 -0.001 -0.048 0.009 0.002
H -1.8958 -3.4799 3.2204 0.005 -0.007 0.007 0.000
H -2.8223 -3.2254 5.4954 -0.001 -0.004 0.002 0.000
H -2.8547 -1.0264 6.5773 -0.002 -0.005 0.009 0.000
H 0.1136 -2.2638 -1.1856 0.063 -0.003 0.007 0.000
H 2.0571 -3.6194 -1.8847 0.022 0.016 0.063 0.000
H 3.3253 -4.9111 -0.1956 0.008 -0.001 -0.002 0.000
H 2.6828 -4.8157 2.1868 0.001 -0.006 0.003 0.000
H 0.8103 -3.3859 2.9155 -0.010 0.002 0.016 0.000
H -1.7440 -3.5961 -0.5476 -0.049 -0.001 -0.004 0.000
H -3.9321 -4.0114 -1.5913 -0.001 0.001 -0.003 0.000
H -5.8510 -2.5434 -1.0880 0.000 -0.005 0.002 0.000
H -5.5903 -0.6504 0.4781 -0.003 0.009 0.001 0.000
H -3.4069 -0.2174 1.5393 -0.022 0.012 0.002 0.000
O -3.0352 0.6665 -2.2472 0.089 0.014 0.001 0.133
C -2.0982 0.5932 -1.5695 -0.176 -0.119 0.040 0.100
N -1.1276 0.5262 -0.8530 0.160 0.122 0.096 0.143
Te -0.7349 -1.5818 -3.8980 0.014 0.074 0.052 0.003
C -1.5111 -1.5279 -5.8551 0.023 -0.072 -0.047 0.001
C -2.8431 -1.1665 -6.0119 0.012 -0.002 0.029 0.000
C -3.3798 -1.0818 -7.2897 0.022 -0.008 -0.009 0.000
C -2.5958 -1.3767 -8.3956 -0.005 -0.001 0.013 0.000
C -1.2693 -1.7503 -8.2278 -0.016 0.007 -0.005 0.000
C -0.7175 -1.8174 -6.9565 0.023 -0.018 0.030 0.000
C 0.6531 -3.1617 -4.0522 -0.092 0.093 -0.077 0.000
C 0.2583 -4.4583 -3.7368 0.019 -0.065 -0.047 0.000
C 1.1828 -5.4952 -3.7785 -0.051 0.003 -0.038 0.000
C 2.4977 -5.2416 -4.1439 0.021 0.012 -0.021 0.000
C 2.8918 -3.9502 -4.4725 0.003 -0.008 0.012 0.000
C 1.9726 -2.9095 -4.4217 0.004 -0.026 0.023 0.000
H -3.4666 -0.9654 -5.1488 -0.011 0.005 -0.007 0.000
H -4.4167 -0.8024 -7.4185 -0.009 0.004 0.001 0.000
H -3.0202 -1.3235 -9.3886 -0.003 0.001 -0.006 0.000
H -0.6606 -1.9888 -9.0896 0.007 -0.001 -0.001 0.000
H 0.3181 -2.1101 -6.8342 0.005 0.005 0.003 0.000
H -0.7724 -4.6644 -3.4769 0.002 0.006 0.016 0.000
H 0.8701 -6.5047 -3.5459 -0.001 0.000 0.004 0.000
H 3.2103 -6.0538 -4.1958 0.008 -0.005 0.004 0.000
H 3.9099 -3.7573 -4.7852 0.009 -0.006 0.002 0.000
H 2.2793 -1.9047 -4.6859 -0.023 -0.002 -0.012 0.000